Density functional theory data (ωB97M-V with the def2-TZVPD basis set) for a single CN2O molecule in a non-equilibrium geometry.

Each line ends with the Mulliken charge.
Positions of all 4 atoms, in Å:
O  1.58075  0.03889  0.02471  -0.491
C  0.28508  -0.00199  -0.04958  0.767
N  -0.93159  -0.64627  0.01338  -0.138
N  -0.93424  0.60937  0.01150  -0.139

Energy relative to the best compared isomer or geometry (same formula, charge and spin): 0.365 eV
Calculated total energy: -222.73796 Eh
HOMO level: -10.6 eV
Frontier orbital gap: 9.5 eV
LUMO: -1.2 eV
SMILES string: O=c1nn1



Density functional theory data (ωB97M-V with the def2-TZVPD basis set) for a single CN2O3 molecule in a non-equilibrium geometry.

Each line ends with the Mulliken charge.
Positions of all 6 atoms, in Å:
O  -2.03912  -0.02665  0.12842  -0.517
C  -0.75035  0.01332  -0.09786  0.633
O  0.09364  1.07186  -0.11765  -0.137
N  1.39788  0.54408  0.13180  0.083
N  1.42119  -0.62052  0.04871  0.074
O  0.04155  -0.98832  -0.09532  -0.136

Energy relative to the best compared isomer or geometry (same formula, charge and spin): 3.074 eV
Calculated total energy: -373.20961 Eh
HOMO level: -11.6 eV
Frontier orbital gap: 11.3 eV
LUMO: -0.2 eV
SMILES string: O=c1onno1



Density functional theory data (ωB97M-V with the def2-TZVPD basis set) for a single CN2O4S molecule in a non-equilibrium geometry.

Each line ends with the Mulliken charge.
Positions of all 8 atoms, in Å:
C  0.21020  0.22159  -0.20871  0.159
N  -0.93543  -0.31640  -0.38821  0.696
N  1.14704  -0.21374  0.79613  0.853
O  -1.65238  -1.18549  0.02070  -0.496
O  -1.73087  0.64865  -1.30153  -0.344
O  2.23601  0.32436  1.00327  -0.530
O  0.98153  -1.34745  1.22170  -0.477
S  -0.25609  1.86848  -1.14335  0.138

Energy relative to the best compared isomer or geometry (same formula, charge and spin): 5.835 eV
Calculated total energy: -846.43343 Eh
HOMO level (alpha / beta): -10.4 / -10.4 eV
Frontier orbital gap (alpha / beta): 8.4 / 8.4 eV
LUMO (alpha / beta): -2.1 / -2.1 eV



Density functional theory data (ωB97M-V with the def2-TZVPD basis set) for a gas-phase ion, CN4S (charge -2) in a non-equilibrium geometry.

Each line ends with the Mulliken charge.
Positions of all 6 atoms, in Å:
C  1.24835  -0.07227  0.00781  -0.282
N  -0.79865  1.45038  -0.00269  -0.467
N  -1.40127  0.38834  -0.00053  -0.007
N  0.43846  -1.01193  -0.00498  0.129
N  -0.95606  -0.83657  -0.00029  -0.791
S  2.88837  0.21532  -0.00141  -0.582

Energy relative to the best compared isomer or geometry (same formula, charge and spin): 3.765 eV
Calculated total energy: -655.12821 Eh
HOMO level (alpha / beta): 2.0 / 2.6 eV
Frontier orbital gap (alpha / beta): 4.2 / 3.7 eV
LUMO (alpha / beta): 6.2 / 6.3 eV
Total charge: -2



Density functional theory data (ωB97M-V with the def2-TZVPD basis set) for a molecular structure, CNa9O3 in a non-equilibrium geometry.

Each line ends with the Mulliken charge.
Positions of all 13 atoms, in Å:
Na  1.24717  0.11926  -3.02589  0.941
Na  2.43793  2.56816  1.20076  0.957
Na  -1.54151  -2.44853  1.15343  0.972
Na  0.21446  -0.66431  2.72090  0.986
Na  3.07398  -0.51843  0.39383  0.966
Na  0.86415  -3.33853  -1.35573  0.973
Na  -3.64687  0.28417  -0.36941  0.940
Na  -1.74440  1.45435  -3.16183  0.998
Na  -0.69182  2.15178  2.65429  1.024
C  -0.05402  0.14512  -0.04226  0.577
O  0.28132  1.03447  0.81390  -0.797
O  0.40037  -1.05097  0.11279  -0.839
O  -0.84075  0.26348  -1.09478  -0.697

Energy relative to the best compared isomer or geometry (same formula, charge and spin): 11.723 eV
Calculated total energy: -1721.05043 Eh
HOMO level: -33.6 eV
Frontier orbital gap: 9.3 eV
LUMO: -24.3 eV
Total charge: +7



Density functional theory data (ωB97M-V with the def2-TZVPD basis set) for a molecular structure, Ca2HgI in a non-equilibrium geometry.

Each line ends with the Mulliken charge.
Positions of all 4 atoms, in Å:
Hg  0.00389  1.53285  3.60477  1.236
Ca  3.70122  -1.12670  -2.18242  1.917
Ca  -3.90093  -0.53497  -1.28765  1.926
I  0.19581  0.12883  -0.13470  -0.079

Energy relative to the best compared isomer or geometry (same formula, charge and spin): 0.000 eV
Calculated total energy: -1803.88209 Eh
HOMO level: -26.0 eV
Frontier orbital gap: 4.7 eV
LUMO: -21.2 eV
Total charge: +5



Density functional theory data (ωB97M-V with the def2-TZVPD basis set) for a molecular structure, Ca3H8N2O10 in a non-equilibrium geometry.

Each line ends with the Mulliken spin population.
Positions of all 23 atoms, in Å:
Ca  -11.25799  4.31932  9.37850  0.136
Ca  -11.36604  7.51669  14.69597  0.020
Ca  -13.32392  1.93921  14.25015  0.155
N  -11.33602  4.35594  12.90874  0.354
O  -11.35509  5.57189  13.18995  0.105
O  -11.54553  3.53869  13.82702  0.079
O  -11.30026  4.01694  11.77356  0.091
N  -13.41220  3.16787  17.41647  0.002
O  -13.33199  3.47541  16.21679  -0.007
O  -14.45911  2.80852  17.87895  0.000
O  -12.32620  3.08513  18.13365  0.001
O  -9.35602  3.09227  15.61224  0.001
H  -9.37528  3.22287  16.56030  0.000
H  -10.24721  3.29038  15.32455  0.002
O  -11.17583  5.82797  16.37974  0.003
H  -11.29836  4.87987  16.33155  0.001
H  -11.14176  6.01820  17.31723  0.000
O  -12.55023  7.95521  12.68735  0.011
H  -12.66068  8.77625  12.20785  -0.001
H  -13.10981  7.33062  12.22583  0.008
O  -13.58534  3.98656  9.79412  0.046
H  -13.89738  4.46346  10.56316  -0.002
H  -14.31330  3.41241  9.55609  -0.005

Calculated total energy: -2898.41548 Eh
HOMO level (alpha / beta): -14.4 / -16.2 eV
Frontier orbital gap (alpha / beta): 3.8 / 5.4 eV
LUMO (alpha / beta): -10.6 / -10.8 eV
Multiplicity: 2
Total charge: +3



Density functional theory data (ωB97M-V with the def2-TZVPD basis set) for a molecular structure, Ca4O4P in a non-equilibrium geometry.

Each line ends with the Mulliken charge.
Positions of all 9 atoms, in Å:
Ca  -1.22684  -0.41506  2.54767  1.712
Ca  -2.18413  0.64250  -1.67966  1.740
Ca  1.55474  2.27169  -0.16227  1.661
Ca  1.42834  -2.70042  -1.27941  1.781
P  0.12395  -0.00074  0.08397  1.680
O  0.47219  0.81590  -1.21657  -1.022
O  0.43391  0.92990  1.34716  -0.941
O  0.79150  -1.33952  0.11459  -0.658
O  -1.39366  -0.20426  0.24451  -0.952

Energy relative to the best compared isomer or geometry (same formula, charge and spin): 0.000 eV
Calculated total energy: -3350.87896 Eh
HOMO level: -29.1 eV
Frontier orbital gap: 11.0 eV
LUMO: -18.1 eV
Total charge: +5



Density functional theory data (ωB97M-V with the def2-TZVPD basis set) for a molecular structure, CaH10N2O11 in a non-equilibrium geometry.

Each line ends with the Mulliken spin population.
Positions of all 24 atoms, in Å:
Ca  -9.02930  -11.21458  -11.37353  0.001
N  -10.10235  -14.32079  -10.62516  -0.052
O  -10.03727  -13.15206  -10.27445  0.061
O  -11.18826  -14.92505  -10.87597  0.461
O  -9.05071  -14.95050  -10.89480  0.528
N  -7.52113  -11.20837  -14.39642  0.000
O  -7.30911  -10.65433  -15.56310  0.001
O  -7.92346  -10.55433  -13.45237  0.000
O  -7.42791  -12.38630  -14.15246  0.001
O  -10.29932  -12.28323  -13.13896  0.000
H  -9.77458  -12.53315  -13.89950  0.000
H  -11.19201  -12.21057  -13.47671  0.000
O  -8.82142  -10.93924  -9.09536  0.000
H  -8.77332  -10.25559  -8.42712  0.000
H  -9.19482  -11.69395  -8.64014  0.000
O  -7.21569  -12.60761  -11.09074  0.000
H  -6.52298  -12.48226  -10.44215  0.001
H  -6.91736  -13.34679  -11.62070  0.000
O  -8.55041  -8.82012  -11.01996  0.000
H  -8.62945  -7.98470  -11.48045  0.000
H  -8.73423  -8.60805  -10.10481  0.000
O  -11.19220  -10.52421  -10.91944  0.000
H  -11.64710  -9.71589  -11.15588  0.000
H  -11.79759  -10.97746  -10.33267  0.000

Calculated total energy: -1620.34950 Eh
HOMO level (alpha / beta): -11.4 / -11.4 eV
Frontier orbital gap (alpha / beta): 6.3 / 2.7 eV
LUMO (alpha / beta): -5.0 / -8.7 eV
Multiplicity: 2
Total charge: +1



Density functional theory data (ωB97M-V with the def2-TZVPD basis set) for a molecular structure, Cd2N3O9Pb in a non-equilibrium geometry.

Each line ends with the Mulliken spin population.
Positions of all 15 atoms, in Å:
Cd  -1.87708  -4.63422  -0.00655  1.047
Cd  -1.01819  1.09528  -0.89269  -0.006
Pb  -3.91374  -1.22107  3.50260  -0.999
N  2.04806  -0.02242  -2.40200  -0.047
O  3.19716  -0.25018  -1.85569  0.743
O  1.07358  0.17989  -1.66823  0.081
O  1.91842  0.10148  -3.64064  0.219
N  0.96421  2.67271  0.92307  0.000
O  1.95700  2.01973  0.54173  0.002
O  1.05911  3.77574  1.44673  0.002
O  -0.12936  2.22342  0.64725  0.002
N  -1.26793  -1.46375  0.82424  -0.045
O  -2.16033  -1.28228  1.67993  0.051
O  -0.58833  -0.57766  0.41631  0.025
O  -1.26262  -2.61664  0.48398  -0.075

Calculated total energy: -1368.48242 Eh
HOMO level (alpha / beta): -14.7 / -14.4 eV
Frontier orbital gap (alpha / beta): 4.7 / 4.0 eV
LUMO (alpha / beta): -10.0 / -10.4 eV
Multiplicity: 2
Total charge: +2